Formula: C24H65N3O7
Source: OMol25
Level of theory: ωB97M-V/def2-TZVPD

Its net charge is +1. The HOMO energy (spin up / spin down) is -11.705 / -11.705 eV. The calculation puts the gap between HOMO and LUMO (spin up / spin down) at 9.43 / 3.07 eV. As for the multiplicity: 2.

Structure (XYZ):
```
99
Properties=species:S:1:pos:R:3:mulliken_charge:R:1
H 23.04 -4.63 -25.90 0.3187
H 15.10 1.89 -20.99 0.3193
H 21.69 -4.03 -26.64 0.0157
H 22.48 -7.24 -28.58 0.4023
C 16.69 2.84 -27.39 -0.4251
H 19.54 -1.02 -23.12 0.1288
C 24.37 -0.87 -25.98 -0.5284
C 18.36 0.93 -24.14 -1.1983
C 22.70 -4.58 -22.36 -1.2265
C 21.43 -3.75 -21.99 0.4614
O 20.54 -3.62 -23.08 -0.4388
C 15.46 -4.09 -22.07 -1.2373
H 11.26 3.05 -25.08 0.3964
C 13.29 2.42 -24.73 0.3165
H 11.42 1.75 -23.95 0.3830
C 25.73 -0.17 -25.86 0.2047
H 14.54 -4.00 -21.48 0.3870
C 20.63 -6.33 -26.62 -1.2643
H 14.54 1.27 -29.31 0.3128
H 20.51 0.86 -28.67 0.3182
H 27.02 -1.95 -26.18 0.3653
C 14.17 1.89 -23.64 -0.0595
H 23.46 -4.73 -21.60 0.4043
H 17.03 -3.93 -24.16 0.2970
H 21.32 -1.82 -20.85 0.2719
H 11.84 3.32 -23.39 0.3620
N 18.80 -1.37 -23.72 -0.4806
C 15.52 2.47 -21.81 -0.2238
C 21.90 -2.34 -21.61 -1.2214
H 14.24 -4.58 -25.34 0.3245
H 19.72 4.38 -28.26 0.4339
H 21.94 -1.71 -22.50 0.1669
H 16.53 3.43 -26.49 0.6041
H 15.34 0.63 -27.89 0.3152
O 16.63 -4.80 -24.09 -0.5073
H 13.70 0.96 -23.33 0.2778
H 13.70 3.40 -24.98 0.1843
H 23.66 -0.24 -26.50 0.0891
H 23.19 -4.13 -23.24 0.1635
H 27.65 -0.65 -25.20 0.3400
H 20.68 0.11 -25.18 0.2310
H 16.20 1.74 -22.25 -0.0350
H 23.24 -4.40 -27.62 0.3387
N 13.44 1.54 -25.90 -0.4628
H 19.29 1.40 -23.82 0.4001
H 15.84 -3.07 -22.09 0.2628
C 19.95 -0.48 -25.73 -0.2773
H 22.76 -6.72 -26.82 0.3000
O 14.44 2.84 -22.64 -0.3360
C 18.71 -0.47 -24.86 0.2817
C 15.45 1.33 -28.72 -0.6326
H 20.24 -7.33 -26.77 0.3863
H 20.24 -1.49 -25.99 0.1429
H 19.86 -4.27 -22.90 0.2181
C 15.36 -4.78 -23.46 0.4573
C 17.79 3.37 -28.35 0.5924
H 15.11 -5.83 -23.30 0.2590
H 18.05 2.61 -29.09 0.1400
C 11.89 2.69 -24.27 -1.5944
O 15.43 2.60 -28.03 -0.3197
H 13.34 -3.96 -23.94 0.3786
H 21.61 0.77 -27.39 0.4518
H 19.75 2.85 -27.38 0.1992
H 17.89 -0.84 -25.48 0.3814
H 17.87 1.59 -24.85 0.0696
H 22.38 -5.53 -22.78 0.3607
H 18.94 4.21 -26.77 0.4283
H 12.84 0.73 -25.79 0.2649
O 26.10 0.35 -27.13 -0.5906
H 21.11 -0.72 -28.12 0.3737
H 26.33 -0.29 -27.81 0.3370
C 14.33 -4.08 -24.38 -1.1118
H 24.11 -1.22 -24.98 0.2391
H 17.70 0.73 -23.29 0.2320
H 12.99 2.07 -26.62 0.2947
H 17.14 1.91 -27.04 0.2238
H 26.43 -1.58 -24.48 0.3529
H 17.29 5.31 -28.49 0.3522
C 19.11 3.67 -27.70 -1.4543
H 15.11 1.64 -24.13 -0.0953
H 16.36 1.13 -29.30 0.3135
H 19.83 -5.83 -27.17 0.3410
H 24.53 -1.74 -26.61 0.1567
H 16.30 4.33 -28.98 0.3167
H 16.22 -4.58 -21.46 0.3253
H 14.74 -3.12 -24.68 0.1557
H 22.92 -2.47 -21.27 0.4026
H 20.58 -6.10 -25.56 0.2255
C 26.74 -1.19 -25.45 -1.2822
C 20.74 0.25 -27.80 -1.1305
H 16.03 3.41 -21.58 0.2427
C 22.52 -4.70 -26.85 -0.7782
H 20.76 -4.13 -21.22 0.4171
O 21.92 -6.46 -28.65 -0.5357
H 25.61 0.55 -25.05 0.3379
C 22.03 -6.05 -27.28 0.2436
H 19.15 -2.27 -24.02 0.0419
O 19.67 0.25 -26.92 -0.0923
N 17.28 4.52 -29.12 -0.4946
```